Entry from the OMol25 dataset: a molecular structure, C36H46N12O3Sn (ωB97M-V/def2-TZVPD).

Properties
Net charge   +2
E_LUMO   -6.731 eV
Energy relative to the best compared isomer or geometry (same formula, charge and spin)   0.7 kcal/mol
Calculated total energy   -2496.1057 a.u.

Element x y z (Å)
1 Sn 0.062 -0.121 -0.907
2 O 4.568 0.392 -2.817
3 C 3.617 0.406 -2.075
4 N 2.301 0.530 -2.525
5 C 1.945 1.374 -3.431
6 C 2.738 2.510 -3.882
7 C 2.237 3.351 -4.798
8 C 0.908 3.172 -5.357
9 C 0.111 2.150 -5.008
10 C 0.579 1.161 -4.051
11 N -0.040 0.100 -3.655
12 C -1.163 -0.414 -4.332
13 O -1.393 -0.209 -5.496
14 C -1.988 -1.410 -3.553
15 C -3.057 -1.998 -4.214
16 C -3.795 -2.970 -3.558
17 C -3.439 -3.314 -2.266
18 C -2.365 -2.661 -1.680
19 N -1.647 -1.731 -2.301
20 C 3.746 0.162 -0.601
21 C 5.019 0.085 -0.055
22 C 5.136 -0.112 1.311
23 C 3.979 -0.226 2.065
24 C 2.753 -0.149 1.424
25 N 2.624 0.042 0.115
26 H 3.724 2.647 -3.469
27 H 2.821 4.195 -5.134
28 H 0.562 3.896 -6.081
29 H -0.869 2.031 -5.443
30 H -3.274 -1.700 -5.230
31 H -4.625 -3.454 -4.052
32 H -3.980 -4.068 -1.715
33 H -2.069 -2.893 -0.662
34 H 5.878 0.183 -0.702
35 H 6.109 -0.175 1.775
36 H 4.022 -0.375 3.134
37 H 1.826 -0.249 1.973
38 C 0.521 3.962 3.320
39 N 0.472 2.571 2.896
40 C 0.381 1.613 3.975
41 C 0.380 2.211 1.594
42 N -0.199 1.116 1.162
43 C -1.217 0.428 1.844
44 C -2.267 1.053 2.506
45 C -3.306 0.304 3.035
46 C -3.320 -1.077 2.881
47 C -2.285 -1.709 2.210
48 C -1.218 -0.974 1.710
49 N -0.139 -1.536 0.975
50 C 0.449 -2.672 1.320
51 N 0.396 -3.239 2.558
52 C 0.356 -4.681 2.733
53 C 0.330 -2.481 3.791
54 N 1.215 -3.347 0.423
55 C 2.478 -3.952 0.825
56 C 1.084 -3.161 -1.005
57 N 0.994 3.046 0.702
58 C 2.285 3.644 0.979
59 C 0.475 3.263 -0.627
60 H -0.251 4.126 4.074
61 H 0.325 4.620 2.478
62 H 1.489 4.213 3.757
63 H -0.624 1.567 4.404
64 H 1.085 1.903 4.755
65 H 0.647 0.626 3.612
66 H -2.269 2.133 2.591
67 H -4.112 0.799 3.557
68 H -4.135 -1.661 3.278
69 H -2.293 -2.783 2.086
70 H 0.219 -5.171 1.773
71 H -0.487 -4.934 3.377
72 H 1.267 -5.059 3.200
73 H 0.591 -1.446 3.606
74 H 1.053 -2.902 4.493
75 H -0.661 -2.512 4.248
76 H 2.669 -3.769 1.878
77 H 3.286 -3.499 0.245
78 H 2.480 -5.027 0.641
79 H 0.049 -2.964 -1.276
80 H 1.384 -4.079 -1.511
81 H 1.732 -2.356 -1.376
82 H 2.645 3.320 1.950
83 H 2.241 4.735 0.964
84 H 3.003 3.317 0.221
85 H 0.104 4.289 -0.737
86 H -0.336 2.568 -0.831
87 H 1.263 3.123 -1.373
88 C -4.680 -0.393 -0.400
89 N -4.472 1.036 -0.481
90 C -3.277 1.576 -0.762
91 N -3.218 2.930 -0.771
92 O -2.270 0.887 -0.995
93 H -5.495 -0.593 0.291
94 H -3.775 -0.858 -0.015
95 H -4.921 -0.821 -1.374
96 H -5.267 1.644 -0.366
97 H -4.037 3.502 -0.665
98 H -2.375 3.370 -1.098